This record from the Open Molecules 2025 dataset describes a molecular structure, C5H6F6MnO6SV. The level of theory is ωB97M-V with the def2-TZVPD basis set.

Its expectation value of S² is 15.79. Its net charge is -1. Its highest occupied orbital energy (alpha / beta) is -2.99 / -5.44 eV. The lowest unoccupied orbital energy (alpha / beta) is 0.31 / 0.24 eV. The value obtained for the orbital gap (alpha / beta) is 3.29 / 5.67 eV. Its spin multiplicity is 8.

Positions of all 26 atoms, in Å:
O1 -2.39669 -2.47647 -0.90956
V1 -1.42211 -2.29210 0.33706
Mn1 1.56814 -1.99252 2.88072
F1 -3.09508 -1.64891 1.68850
F2 -0.16005 -1.34145 1.79247
F3 0.68156 -3.90980 3.00317
C1 2.82190 -1.01747 -1.42279
F4 3.33386 -1.43787 -2.59200
F5 3.65499 -0.32281 -0.60922
F6 1.81056 -0.18427 -1.71441
S1 2.06159 -2.61662 -0.46730
O2 2.51304 -2.46284 0.96508
O3 0.58615 -2.73173 -0.61504
O4 2.73778 -3.70051 -1.10179
O5 -1.10531 -0.28255 -0.73693
C2 -1.22815 0.90607 -0.49255
O6 -2.40666 1.70388 -0.85076
C3 -2.35682 3.02084 -0.42291
C4 -0.91303 3.19575 -0.00089
C5 -0.34917 1.83816 0.36167
H1 -2.94044 3.18780 0.48241
H2 -2.49852 3.80743 -1.16405
H3 -0.84711 3.86791 0.85466
H4 -0.34411 3.57014 -0.85193
H5 -0.43312 1.50750 1.39691
H6 0.72685 1.81244 0.18950

---

This record from the Open Molecules 2025 dataset describes a molecular structure, C5H6HgO2. The level of theory is ωB97M-V with the def2-TZVPD basis set.

Its expectation value of S² is 0.75. Its net charge is +1. Its highest occupied orbital energy (alpha / beta) is -13.51 / -13.40 eV. The lowest unoccupied orbital energy (alpha / beta) is -4.75 / -8.48 eV. The value obtained for the orbital gap (alpha / beta) is 8.76 / 4.92 eV. Its spin multiplicity is 2.

Positions of all 14 atoms, in Å:
O1 -1.50697 0.98796 0.36658
C1 -0.75480 0.47456 -0.45016
C2 -0.61465 -0.92947 -0.81828
H1 -1.52456 -0.59999 -1.57934
Hg1 -2.64369 2.96465 1.21060
O2 2.80596 -0.06240 0.68950
C3 -0.72827 -1.94144 0.05105
C4 1.69522 0.40307 0.69474
C5 0.89462 0.64792 -0.56936
H2 -0.88962 -1.74085 1.11248
H3 -0.34332 -2.93129 -0.19464
H4 1.22194 0.72786 1.64743
H5 1.44352 0.25947 -1.43390
H6 0.94464 1.73995 -0.72672

---

This record from the Open Molecules 2025 dataset describes a gas-phase ion, C5H6IN2O3 (charge -1). The level of theory is ωB97M-V with the def2-TZVPD basis set.

Its net charge is -1. Its highest occupied orbital energy is -4.80 eV. The lowest unoccupied orbital energy is 2.86 eV. The energy above the lowest of the compared OMol25 structures with the same formula, charge and spin comes out at 0.0 kJ/mol. The value obtained for the orbital gap is 7.66 eV.

Positions of all 17 atoms, in Å:
O1 1.77960 1.08802 2.26785
N1 1.38277 1.30616 1.12484
N2 0.48572 0.56526 0.64176
C1 0.11436 -0.65299 1.33804
C2 -1.04654 -1.13872 0.50682
C3 -0.80872 -0.60199 -0.93956
C4 -0.16182 0.72672 -0.65324
I1 -1.44654 2.40817 -0.70596
C5 1.07523 0.96215 -1.69257
O2 0.89944 1.94353 -2.39742
O3 1.90566 0.06533 -1.63862
H1 -0.16235 -0.70200 2.34146
H2 1.01923 -1.32742 1.47371
H3 -1.89521 -0.68542 0.94931
H4 -1.28447 -2.17955 0.39891
H5 -0.16341 -1.25534 -1.44239
H6 -1.69295 -0.52191 -1.57294

---

This record from the Open Molecules 2025 dataset describes a single C5H6INO2 molecule. The level of theory is ωB97M-V with the def2-TZVPD basis set.

Its highest occupied orbital energy is -7.70 eV. The lowest unoccupied orbital energy is 0.23 eV. The energy above the lowest of the compared OMol25 structures with the same formula, charge and spin comes out at 197.6 kJ/mol. The value obtained for the orbital gap is 7.92 eV.

Positions of all 15 atoms, in Å:
C1 0.19471 2.68523 0.02902
C2 0.30283 1.17578 0.11295
O1 1.48752 0.49944 0.09527
C3 1.31504 -0.78069 0.08005
O2 2.27960 -1.52239 0.14758
N1 -0.07646 -1.08061 0.12032
C4 -0.57734 -2.37559 -0.11870
C5 -0.83803 0.11446 0.23803
I1 -2.82726 0.25874 0.04654
H1 1.31085 3.00756 0.07628
H2 -0.42820 2.97508 0.74579
H3 -0.00832 3.07678 -0.97780
H4 -0.01203 -3.19124 0.35591
H5 -1.52487 -2.36983 0.31153
H6 -0.59804 -2.47273 -1.26276

---

This record from the Open Molecules 2025 dataset describes a molecular structure, C5H6Li2O4Sm. The level of theory is ωB97M-V with the def2-TZVPD basis set.

Its expectation value of S² is 9.08. Its net charge is +3. Its highest occupied orbital energy (alpha / beta) is -21.21 / -21.22 eV. The lowest unoccupied orbital energy (alpha / beta) is -14.32 / -11.93 eV. The energy above the lowest of the compared OMol25 structures with the same formula, charge and spin comes out at 15.8 kJ/mol. The value obtained for the orbital gap (alpha / beta) is 6.90 / 9.29 eV. Its spin multiplicity is 6.

Positions of all 18 atoms, in Å:
O1 -0.72695 0.61616 -0.99514
C1 -0.24444 1.71164 -0.61691
O2 -0.23991 2.07074 0.59519
Li1 -0.83639 0.77799 1.91747
Li2 -0.24250 3.94748 0.84310
O3 -0.73994 -1.05346 2.03074
Sm1 -0.82509 -1.50715 -0.99998
C2 -0.64241 -1.96744 1.19820
O4 -0.49370 -3.17575 1.72617
C3 0.00203 -4.21922 0.88973
H1 0.33492 -5.01926 1.55657
H2 -0.79332 -4.59786 0.23434
H3 0.85394 -3.86545 0.29375
C4 0.18191 2.68857 -1.65511
C5 1.27752 3.43866 -1.50944
H4 -0.37916 2.66375 -2.59078
H5 1.59389 4.12642 -2.29254
H6 1.91958 3.36418 -0.62534

---

This record from the Open Molecules 2025 dataset describes a gas-phase ion, C5H6N (charge +1). The level of theory is ωB97M-V with the def2-TZVPD basis set.

Its net charge is +1. Its highest occupied orbital energy is -15.53 eV. The lowest unoccupied orbital energy is -6.96 eV. The energy above the lowest of the compared OMol25 structures with the same formula, charge and spin comes out at 682.3 kJ/mol. The value obtained for the orbital gap is 8.56 eV.

Positions of all 12 atoms, in Å:
C1 0.04768 0.45642 0.19030
C2 -1.13088 1.36442 0.20717
C3 -2.16401 -0.90189 -0.12829
C4 1.40786 0.37942 -0.72881
C5 1.38503 0.12541 0.73977
N1 -1.26604 -0.04969 0.11807
H1 -3.14976 -0.60923 -0.15007
H2 -1.72376 -1.97771 -0.17680
H3 1.78716 -0.29278 -1.42088
H4 1.61484 1.45009 -0.99183
H5 1.80584 0.95837 1.34062
H6 1.38606 -0.90284 1.00074

---

This record from the Open Molecules 2025 dataset describes a molecular structure, C5H6N. The level of theory is ωB97M-V with the def2-TZVPD basis set.

Its net charge is +1. Its highest occupied orbital energy (alpha / beta) is -14.89 / -15.53 eV. The lowest unoccupied orbital energy (alpha / beta) is -7.21 / -6.26 eV. The energy above the lowest of the compared OMol25 structures with the same formula, charge and spin comes out at 652.5 kJ/mol. The value obtained for the orbital gap (alpha / beta) is 7.68 / 9.26 eV.

Positions of all 12 atoms, in Å:
C1 -0.41871 -0.70584 0.59968
C2 -0.99122 1.23850 0.91406
C3 -1.19734 -0.12776 1.48115
C4 -0.06743 1.04379 -0.36188
C5 1.27857 -0.90092 -1.18393
N1 0.28018 -0.18389 -0.43269
H1 -1.99711 1.62977 0.70132
H2 -0.43894 1.90880 1.41820
H3 -1.68146 -0.30696 2.39601
H4 1.21801 -0.39781 -2.13499
H5 1.02274 -1.99584 -1.01679
H6 2.20769 -0.70693 -0.62633

---

This record from the Open Molecules 2025 dataset describes a gas-phase ion, C5H6N (charge +1). The level of theory is ωB97M-V with the def2-TZVPD basis set.

Its net charge is +1. Its highest occupied orbital energy is -14.70 eV. The lowest unoccupied orbital energy is -5.79 eV. The energy above the lowest of the compared OMol25 structures with the same formula, charge and spin comes out at 349.7 kJ/mol. The value obtained for the orbital gap is 8.91 eV.

Positions of all 12 atoms, in Å:
C1 -1.31507 -1.18990 -0.91012
N1 -0.13793 -1.12248 -0.90856
C2 0.74686 -0.30015 -0.26989
C3 2.06725 -0.39398 -0.45006
C4 0.03142 0.66508 0.59023
C5 -1.27894 0.71031 0.65393
H1 -2.17917 -1.69947 -1.26642
H2 2.49680 -1.12519 -1.11591
H3 2.75050 0.26624 0.06017
H4 0.67440 1.32464 1.14915
H5 -1.88445 1.38345 1.22722
H6 -1.86926 -0.02621 0.04356

---

This record from the Open Molecules 2025 dataset describes a gas-phase ion, C5H6N (charge +1). The level of theory is ωB97M-V with the def2-TZVPD basis set.

Its net charge is +1. Its highest occupied orbital energy (alpha / beta) is -14.39 / -14.72 eV. The lowest unoccupied orbital energy (alpha / beta) is -6.10 / -5.39 eV. The energy above the lowest of the compared OMol25 structures with the same formula, charge and spin comes out at 740.9 kJ/mol. The value obtained for the orbital gap (alpha / beta) is 8.29 / 9.33 eV.

Positions of all 12 atoms, in Å:
C1 0.72919 0.59028 -1.30344
C2 1.03057 0.79834 -0.02382
C3 -0.18275 -0.48069 -1.31977
C4 -0.86374 0.10657 1.36791
C5 -0.40496 -0.75995 0.35418
N1 0.64163 0.08656 1.10555
H1 1.06268 1.03914 -2.28080
H2 -1.13990 -0.22073 -1.44883
H3 0.18894 -1.37877 -1.70731
H4 -1.41995 1.00961 1.26434
H5 -1.05493 -0.48144 2.29683
H6 1.41323 -0.30892 1.69516

---

no.,largest force on an atom (eV/Å)
1,5.114
2,7.534
3,3.210
4,8.114
5,5.445
6,4.995
7,4.126
8,2.603
9,5.123